{
  "formula": "C20H45Cl8NO6",
  "method": "ωB97M-V with the def2-TZVPD basis set",
  "multiplicity": 1,
  "lumo_ev": 0.33,
  "energy_ev": -135419.4559,
  "smiles": "CCCC#N.COCCOC.COCCOC.COCCOC.ClCCl.ClCCl.ClCCl.ClCCl",
  "homo_energy_ev": -9.815,
  "total_charge": 0,
  "symbols": ["C", "C", "C", "C", "N", "H", "H", "H", "H", "H", "H", "H", "C", "O", "C", "C", "O", "C", "H", "H", "H", "H", "H", "H", "H", "H", "H", "H", "C", "O", "C", "C", "O", "C", "H", "H", "H", "H", "H", "H", "H", "H", "H", "H", "C", "O", "C", "C", "O", "C", "H", "H", "H", "H", "H", "H", "H", "H", "H", "H", "C", "Cl", "Cl", "H", "H", "C", "Cl", "Cl", "H", "H", "C", "Cl", "Cl", "H", "H", "C", "Cl", "Cl", "H", "H"],
  "xyz": [[0.2222, 1.9687, -0.1073], [-0.7605, 0.8696, -0.5855], [-1.3273, -0.0192, 0.5639], [-2.0506, -1.2125, -0.0096], [-2.5905, -2.0782, -0.5473], [1.1026, 1.6574, 0.4550], [-0.2709, 2.6611, 0.5749], [0.5634, 2.6328, -0.9015], [-0.3859, 0.2817, -1.4235], [-1.6856, 1.2949, -0.9746], [-1.9945, 0.5210, 1.2356], [-0.4813, -0.3878, 1.1441], [-1.5589, -1.3532, -3.5597], [-0.6098, -0.5410, -4.1435], [0.1476, -1.1703, -5.1014], [1.0896, -0.2238, -5.9401], [0.3840, 0.6616, -6.8289], [1.1697, 1.7663, -7.2389], [-2.2760, -1.7788, -4.2617], [-2.1633, -0.8341, -2.8158], [-0.9689, -2.1066, -3.0378], [-0.5060, -1.7271, -5.7728], [0.7835, -1.9492, -4.6807], [1.7988, -0.7904, -6.5435], [1.6070, 0.3293, -5.1562], [0.6496, 2.2406, -8.0712], [2.1185, 1.3591, -7.5884], [1.3621, 2.4393, -6.4034], [4.5167, -5.2801, 2.8847], [3.8751, -4.1544, 2.2800], [3.9551, -3.0028, 3.1453], [3.1649, -1.7484, 2.6868], [1.7702, -1.9584, 2.5166], [1.0002, -2.0113, 3.6915], [4.2832, -6.1447, 2.2633], [4.0998, -5.5540, 3.8539], [5.6017, -5.1965, 2.9463], [5.0018, -2.7501, 3.3146], [3.5803, -3.2537, 4.1376], [3.4507, -1.4537, 1.6771], [3.2538, -0.8127, 3.2386], [1.3489, -2.8074, 4.3493], [-0.0375, -2.2209, 3.4320], [1.0063, -1.0275, 4.1608], [0.0472, 6.3332, 3.3759], [-0.3612, 4.9883, 3.5210], [0.6426, 3.9809, 3.2361], [-0.0113, 2.6454, 3.5114], [-0.2915, 2.5926, 4.8887], [-0.9099, 1.3891, 5.2581], [0.6883, 6.5849, 4.2207], [-0.8365, 6.9677, 3.4436], [0.5122, 6.5068, 2.4055], [1.5818, 4.1824, 3.7513], [0.8625, 4.0077, 2.1689], [0.7116, 1.9360, 3.1085], [-0.9205, 2.6245, 2.9105], [-0.2866, 0.5266, 5.0219], [-1.8853, 1.1811, 4.8182], [-1.0113, 1.4036, 6.3432], [-1.0219, 2.7598, -4.3319], [0.6777, 2.8514, -3.6853], [-1.8564, 4.2373, -3.8464], [-1.1016, 2.6105, -5.4087], [-1.6026, 1.9508, -3.8889], [2.2808, -1.0988, -1.9424], [1.8400, -2.4061, -0.8892], [3.2893, 0.0913, -1.1212], [2.8097, -1.5490, -2.7825], [1.3981, -0.5926, -2.3332], [-3.9852, -4.4556, 1.5802], [-5.6592, -4.2099, 2.0153], [-3.8548, -5.4542, 0.0394], [-3.4598, -3.5061, 1.4780], [-3.5510, -5.0229, 2.4035], [-5.4708, 0.2346, -0.4755], [-5.7297, -0.7970, 0.9983], [-6.9885, 0.3729, -1.4216], [-5.1063, 1.2093, -0.1512], [-4.6799, -0.2110, -1.0787]],
  "forces_ev_per_angstrom": [[-0.590, 0.369, 0.217], [-0.616, 0.371, 0.516], [0.670, -1.058, -0.732], [0.343, 0.764, 0.169], [0.203, 0.404, 0.412], [-0.012, -0.639, -0.261], [-0.412, -0.080, 0.123], [-0.022, -0.408, -0.278], [0.312, -0.204, 0.300], [0.199, 0.671, -0.387], [-0.005, 0.072, -0.126], [-0.059, -0.240, 0.219], [-0.165, -0.913, 0.865], [0.281, 2.552, -0.175], [0.749, -0.366, -2.347], [-1.434, 0.186, 0.853], [-0.444, -0.598, 0.984], [0.164, -0.894, 0.009], [0.181, -0.263, -0.314], [0.352, 0.372, -0.084], [-0.632, -0.727, 0.229], [-0.236, 0.025, -0.386], [0.394, -0.100, 0.411], [0.081, -0.338, 0.214], [0.399, 0.438, -0.176], [0.048, 0.121, 0.202], [0.335, 0.330, -0.237], [-0.048, 0.241, -0.059], [-0.647, -0.292, -0.652], [0.089, 0.789, 0.867], [-0.313, 0.299, 0.385], [-0.543, -0.531, -1.580], [-0.391, -0.523, -0.346], [0.168, 0.061, -0.224], [0.107, 0.143, -0.276], [-0.018, 0.448, 0.340], [0.085, 0.317, 0.070], [0.225, 0.269, -0.207], [-0.166, -0.370, 0.201], [0.394, -0.264, -0.132], [0.745, -0.346, 0.900], [-0.019, 0.121, 0.332], [0.070, -0.112, -0.233], [0.161, 0.008, 0.500], [-0.154, -0.482, 0.317], [0.342, -0.659, -0.252], [-1.396, 1.263, -0.363], [0.626, 1.587, 0.150], [-0.032, -0.636, -0.516], [0.305, -0.489, 0.751], [0.417, 0.285, -0.181], [-0.083, -0.164, -0.025], [0.299, 0.093, -0.016], [-0.059, -0.190, 0.467], [0.154, 0.088, -0.314], [-0.063, -0.863, 0.440], [-0.258, -0.246, -0.003], [0.243, -0.117, -0.127], [-0.225, 0.466, -0.260], [-0.137, 0.071, -0.041], [-0.205, -0.114, 0.509], [-0.964, -0.487, -0.690], [-0.185, 0.235, -0.201], [0.700, 0.331, 0.087], [0.713, -0.100, 0.273], [-0.079, 0.049, -0.885], [-0.397, -0.412, 0.482], [0.179, 0.154, -0.066], [0.233, 0.319, 0.170], [0.022, -0.043, 0.218], [0.419, -0.812, -0.331], [-0.361, 0.216, 0.012], [0.085, 0.836, 1.155], [-0.268, -0.174, -0.451], [0.099, -0.115, -0.408], [-0.067, -0.339, 0.406], [0.266, 0.613, -0.833], [0.797, 0.066, 0.366], [-0.537, -0.024, 0.044], [-0.408, -0.314, 0.012]],
  "lowdin_charge": [-0.101, -0.220, -0.146, -0.201, 0.173, 0.055, 0.055, 0.029, 0.074, 0.103, 0.112, 0.101, -0.121, -0.211, -0.218, -0.164, -0.205, -0.115, 0.100, 0.062, 0.088, 0.124, 0.117, 0.124, 0.097, 0.094, 0.084, 0.050, -0.113, -0.175, -0.184, -0.182, -0.234, -0.105, 0.086, 0.083, 0.085, 0.121, 0.105, 0.089, 0.124, 0.086, 0.088, 0.064, -0.111, -0.193, -0.183, -0.232, -0.149, -0.109, 0.086, 0.086, 0.084, 0.129, 0.107, 0.120, 0.119, 0.059, 0.089, 0.093, -0.961, 0.519, 0.509, 0.032, 0.013, -1.060, 0.585, 0.540, 0.028, -0.005, -0.993, 0.495, 0.430, -0.010, 0.018, -0.977, 0.452, 0.491, 0.024, -0.001]
}